Computed, not measured: a 2-piece molecular cluster, C2H8N2 overall, with wB97M-V/def2-TZVPD.

Geometry (Å):
H  1.8217  1.8218  -0.5608
H  -3.5424  -1.7624  2.6328
H  3.5506  1.3702  -0.5485
H  2.3174  0.1758  -0.1729
H  -4.9167  -0.8118  2.7738
H  -3.9866  -1.0464  4.1323
H  1.4465  -0.2020  -3.6906
N  2.5121  0.7233  -2.2270
H  0.7078  -0.3520  -2.0240
C  2.5554  1.0421  -0.8032
N  -3.9966  -1.0104  3.1197
C  1.5309  0.0517  -2.6316

Calculated values
E_HOMO, eV: -9.704
Energy relative to the best compared isomer or geometry (same formula, charge and spin), kcal per mole: 20.1
E, Eh: -190.4668
Max |F|, eV/A: 0.8